No. 1
# C54H48ClN6O2S2SbTi

A structure of composition C54H48ClN6O2S2SbTi (ωB97M-V with the def2-TZVPD basis set, the OMol25 dataset).

Cartesian coordinates (Å):
Ti -1.63601 1.19227 0.53290
O -3.34287 1.67180 1.26443
C -3.96864 1.90409 2.40647
C -5.34176 2.15827 2.39857
C -6.03011 2.37312 3.58372
C -5.34416 2.34186 4.79337
C -3.98106 2.09771 4.80178
C -3.25452 1.87644 3.62507
C -1.83612 1.65466 3.69458
N -1.04162 1.42519 2.66848
N 0.24070 1.36917 2.90934
C 0.97551 1.40787 1.67713
O 0.15091 1.69746 0.60802
C 2.09339 2.43757 1.75388
C 3.03707 2.38866 2.77687
C 4.06092 3.31554 2.83028
C 4.16127 4.30919 1.86232
C 3.22060 4.36783 0.85013
C 2.18582 3.43835 0.79608
H -5.84020 2.17981 1.43786
H -7.09605 2.56854 3.56023
H -5.87010 2.50743 5.72661
H -3.44314 2.08024 5.74437
H -1.34448 1.77130 4.66154
H 2.96939 1.59938 3.51274
H 4.80334 3.25022 3.61737
H 4.98057 5.01809 1.89136
H 3.29325 5.13004 0.08291
H 1.45237 3.46810 0.00297
Cl -2.33073 -0.15052 -2.62313
C -1.05961 0.24379 -1.34074
H -0.41681 0.96358 -1.84566
H -0.49899 -0.68096 -1.19473
C -0.40469 -1.64331 3.88868
N -1.22549 -2.73947 3.40130
C -0.72850 -4.11331 3.34876
C -1.80866 -4.84825 2.52603
N -2.87989 -3.84776 2.42954
C -2.39407 -2.64177 2.80002
S -3.18041 -1.11452 2.36321
H 0.18240 -2.00752 4.73138
H -1.04399 -0.82055 4.19574
H 0.25745 -1.29764 3.09127
H -0.63903 -4.51023 4.36344
H 0.25848 -4.12153 2.87896
H -2.15400 -5.74991 3.02875
H -1.46613 -5.09760 1.51970
H -3.49371 -3.83553 1.62490
N -4.09910 6.60853 -7.59368
C -3.79559 6.06677 -6.62381
C -3.41852 5.39138 -5.41438
C -3.18028 4.01643 -5.42285
C -2.82705 3.37184 -4.25524
C -2.70878 4.08377 -3.05121
C -2.94411 5.46691 -3.06199
C -3.29583 6.11553 -4.22717
C -2.34838 3.40076 -1.86068
C -2.05363 2.77316 -0.85889
H -3.26482 3.46036 -6.34707
H -2.62441 2.30776 -4.24370
H -2.84307 6.01818 -2.13634
H -3.47501 7.18245 -4.22790
C -0.34439 -2.91744 0.02055
C -1.78842 -2.91842 -0.38923
C -2.23720 -3.95450 -1.21015
C -3.54892 -4.01403 -1.63840
C -4.41816 -2.98942 -1.28159
C -4.00046 -1.92620 -0.49596
C -4.94787 -0.78799 -0.25233
C -2.68149 -1.91576 0.00149
N -2.24573 -0.92741 0.93880
H -0.04539 -3.88709 0.43543
H -0.11143 -2.12670 0.73523
H 0.29546 -2.75564 -0.85094
H -1.52752 -4.71734 -1.51528
H -3.88746 -4.82542 -2.27109
H -5.43211 -2.98295 -1.66515
H -5.74308 -0.81063 -0.99865
H -4.43754 0.17388 -0.32168
H -5.40589 -0.83134 0.73829
S 1.82318 -0.26469 1.46330
Sb 2.94210 -0.08993 -0.85230
C 4.99194 0.59546 -0.22860
C 5.54432 0.29026 1.01295
C 6.77651 0.79176 1.40233
C 7.49909 1.60926 0.54222
C 6.96727 1.92669 -0.69777
C 5.72369 1.42821 -1.06667
C 3.69200 -2.09481 -0.36684
C 4.72394 -2.59839 -1.16024
C 5.26841 -3.85274 -0.94382
C 4.78390 -4.65754 0.07834
C 3.76107 -4.18197 0.87861
C 3.23120 -2.91139 0.65987
C 2.43559 -1.22613 -2.94511
C 2.07780 -0.36434 -3.98056
C 1.49083 -0.79475 -5.16301
C 1.21515 -2.14164 -5.34154
C 1.53743 -3.03346 -4.32749
C 2.14329 -2.57554 -3.16543
H 4.98960 -0.34620 1.69636
H 7.17524 0.54634 2.38059
H 8.46236 2.00520 0.84314
H 7.51705 2.57228 -1.37383
H 5.31691 1.71586 -2.03239
H 5.09973 -2.00432 -1.98475
H 6.06793 -4.21138 -1.58280
H 5.19931 -5.64571 0.24463
H 3.36858 -4.79886 1.68101
H 2.44009 -2.56241 1.30408
H 2.23492 0.70776 -3.85332
H 1.22758 -0.08107 -5.93604
H 0.73604 -2.48992 -6.24882
H 1.30769 -4.08665 -4.44571
H 2.38663 -3.31192 -2.40354

The energy above the lowest of the compared OMol25 structures with the same formula, charge and spin comes out at 5.096 eV. The value obtained for the orbital gap is 4.7270 eV. As for the total energy: -133657.16635 eV. Its charge is -2. As for the spin multiplicity: 1.

Results of the Mulliken charge analysis, in e, for atoms 1 through 5: atom 1 (Ti): -1.33, atom 2 (O): 0.39, atom 3 (C): 0.12, atom 4 (C): -0.73, atom 5 (C): -0.59

No. 2
# C54H48N8PtS3

A structure of composition C54H48N8PtS3 (ωB97M-V with the def2-TZVPD basis set, the OMol25 dataset).

Cartesian coordinates (Å):
Pt 15.94620 13.23086 11.74208
C 17.79833 15.80861 11.08367
N 16.28496 15.55495 11.22190
C 15.68123 16.14832 12.41262
C 16.20832 15.49220 13.74222
C 16.41498 16.22803 14.91330
C 16.90196 15.55214 15.99342
C 17.19245 14.20376 15.91526
C 16.83609 13.52773 14.80317
N 16.32417 14.17129 13.74524
C 15.52684 15.81580 10.01092
C 15.74524 14.69847 8.96007
C 15.76305 14.96771 7.61204
C 15.92532 13.95748 6.67221
C 15.97173 12.64582 7.12136
C 15.85364 12.47343 8.52318
N 15.79485 13.46544 9.42972
C 18.67107 14.56076 11.24018
C 20.05797 14.68041 11.31828
C 20.86150 13.55024 11.47666
C 20.22479 12.28507 11.43835
C 18.82766 12.18788 11.29408
N 18.10179 13.30540 11.30444
H 18.15261 16.48519 11.89556
H 17.90834 16.32094 10.11458
H 14.61958 15.88223 12.34343
H 15.86451 17.21563 12.46243
H 16.29828 17.30182 14.91343
H 17.00579 16.15800 16.90579
H 17.62116 13.66817 16.80218
H 16.83561 12.42350 14.64887
H 15.80056 16.75171 9.52458
H 14.49648 15.87354 10.22549
H 15.66305 15.97640 7.31172
H 16.15399 14.18947 5.62687
H 16.16184 11.78936 6.54035
H 15.88514 11.49984 8.93520
H 20.54126 15.61193 11.27335
H 21.93992 13.65625 11.60112
H 20.88622 11.40846 11.44318
H 18.23737 11.25804 11.36445
N 13.89282 13.60100 11.69868
S 12.35242 13.44598 11.99500
N 11.86135 12.09472 12.54254
S 12.05966 10.72251 11.83241
N 13.53691 10.42853 11.42807
S 14.84882 10.08870 12.13362
N 15.96874 11.21962 12.17851
C 15.54832 8.79450 11.12632
C 16.86824 8.32129 11.44684
C 17.41050 7.18899 10.81830
C 16.62220 6.60793 9.84604
C 15.33220 7.03778 9.54938
C 14.78426 8.12154 10.18676
C 14.71237 9.52712 13.78387
C 14.45781 8.14169 14.06364
C 14.52197 7.69281 15.37120
C 14.86409 8.57628 16.38419
C 15.06192 9.91332 16.07556
C 14.84462 10.42302 14.81752
C 11.46728 9.48872 12.94228
C 11.52254 8.15579 12.46008
C 10.93780 7.15600 13.21844
C 10.36096 7.49557 14.43954
C 10.24771 8.81622 14.82688
C 10.80159 9.82826 14.09205
C 11.04945 10.63625 10.28877
C 9.72855 10.18587 10.34617
C 8.97981 10.17298 9.18930
C 9.46920 10.60720 7.98737
C 10.79435 11.00421 7.91323
C 11.63344 11.00230 9.06751
C 11.27071 13.80152 10.61610
C 9.90390 13.55593 10.84598
C 9.02032 13.85155 9.80520
C 9.57309 14.34488 8.60618
C 10.94086 14.53270 8.38807
C 11.80073 14.21597 9.40377
C 11.62314 14.56954 13.21021
C 11.04011 15.71930 12.70030
C 10.52644 16.63438 13.61064
C 10.49160 16.28394 14.96879
C 11.05038 15.08958 15.46893
C 11.57597 14.20613 14.53307
H 17.43915 8.76301 12.26161
H 18.41869 6.92121 11.13083
H 17.05908 5.80929 9.30459
H 14.75460 6.47871 8.76208
H 13.78219 8.45812 9.99865
H 14.26346 7.43320 13.24362
H 14.25781 6.65484 15.66907
H 15.01257 8.27316 17.40933
H 15.20517 10.57298 16.90519
H 14.97968 11.51313 14.63645
H 11.93779 7.96773 11.49899
H 10.94274 6.09581 12.88750
H 9.89820 6.80192 15.10898
H 9.73132 9.08933 15.71186
H 10.72811 10.88890 14.37005
H 9.41342 9.77081 11.34531
H 7.92323 9.80717 9.44440
H 8.76290 10.65974 7.18185
H 11.23051 11.35823 7.01319
H 12.64329 11.28578 8.95297
H 9.51764 13.17796 11.78781
H 7.98441 13.67808 9.77946
H 8.94409 14.65435 7.80378
H 11.29999 15.02349 7.49351
H 12.84883 14.31621 9.27706
H 11.03729 15.82354 11.63364
H 9.95218 17.51764 13.28185
H 10.17366 16.96172 15.76428
H 11.18053 14.92754 16.49614
H 12.08455 13.30412 14.84034

Its expectation value of S² is 6.02. The value obtained for the orbital gap (spin up / spin down) is 7.3847 / 6.0566 eV. As for the total energy: -104403.14070 eV. Its charge is +4. As for the spin multiplicity: 5.

Results of the Mulliken charge analysis, in e, for atoms 1 through 5: atom 1 (Pt): 3.71, atom 2 (C): -1.34, atom 3 (N): -0.30, atom 4 (C): -1.06, atom 5 (C): 0.88